252
Properties=species:S:1:pos:R:3:lowdin_charge:R:1 method="wB97M-V/def2-TZVPD" gap_ev=7.71 largest_force_ev_per_a=5.178 total_charge=0 spin_multiplicity=1 de_lowest_ev=3.9072 lumo_energy_ev=0.373
C 16.801 -15.770 5.549 -0.047
C 17.971 -15.980 6.487 -0.446
C 18.381 -14.565 7.061 -0.178
C 19.258 -14.549 8.210 -0.238
C 18.617 -15.400 9.277 -0.144
C 18.513 -16.847 8.887 -0.470
N 17.752 -16.898 7.587 -0.120
O 17.123 -18.075 7.354 0.003
C 19.896 -17.469 8.788 -0.026
C 17.750 -17.577 10.012 -0.020
C 19.215 -16.400 5.575 -0.019
H 16.696 -16.568 4.813 0.076
H 17.024 -14.896 4.936 0.084
H 15.810 -15.785 6.003 0.087
H 18.998 -13.948 6.408 0.120
H 17.563 -13.874 7.263 0.122
H 19.610 -13.545 8.447 0.114
H 20.141 -15.050 7.813 0.089
H 17.604 -15.042 9.462 0.127
H 19.204 -15.168 10.166 0.118
H 19.789 -18.477 8.386 0.069
H 20.592 -17.024 8.076 0.069
H 20.446 -17.558 9.726 0.063
H 17.738 -18.645 9.792 0.068
H 18.247 -17.511 10.979 0.082
H 16.724 -17.233 10.141 0.090
H 19.265 -17.487 5.503 0.073
H 20.149 -16.181 6.091 0.054
H 19.259 -15.955 4.581 0.077
H 17.785 -18.699 7.047 0.040
C 21.377 -20.182 19.766 -0.037
C 22.483 -19.739 18.842 -0.514
C 21.937 -18.549 18.078 -0.151
C 22.911 -17.519 17.549 -0.155
C 23.960 -17.141 18.677 -0.084
C 24.735 -18.366 19.296 -0.529
N 23.684 -19.310 19.653 -0.090
O 24.196 -20.423 20.403 -0.027
C 25.735 -18.977 18.391 -0.056
C 25.450 -17.851 20.576 -0.025
C 22.877 -20.863 17.911 -0.032
H 21.028 -19.385 20.422 0.090
H 21.750 -21.027 20.345 0.082
H 20.548 -20.450 19.111 0.094
H 21.550 -18.955 17.143 0.109
H 21.083 -18.087 18.573 0.120
H 22.305 -16.691 17.181 0.106
H 23.369 -17.759 16.589 0.079
H 23.486 -16.679 19.543 0.111
H 24.672 -16.462 18.208 0.111
H 25.475 -19.011 17.333 0.062
H 26.621 -18.364 18.225 0.085
H 26.054 -19.954 18.754 0.088
H 26.206 -17.114 20.307 0.087
H 24.750 -17.464 21.317 0.082
H 25.877 -18.754 21.013 0.075
H 23.704 -20.750 17.210 0.071
H 22.000 -20.989 17.277 0.076
H 22.896 -21.851 18.372 0.086
H 23.906 -20.247 21.301 0.098
C 26.393 -17.882 7.973 -0.010
C 27.213 -18.777 6.959 -0.482
C 28.448 -17.987 6.414 -0.116
C 29.680 -18.015 7.370 -0.185
C 30.039 -19.418 7.825 -0.134
C 28.785 -20.226 8.375 -0.447
N 27.620 -20.071 7.513 -0.087
O 26.526 -20.818 8.050 -0.016
C 29.192 -21.753 8.384 -0.031
C 28.633 -19.820 9.889 -0.024
C 26.324 -19.073 5.743 -0.048
H 25.771 -18.474 8.645 0.064
H 25.783 -17.102 7.517 0.083
H 27.099 -17.375 8.632 0.062
H 28.708 -18.403 5.441 0.114
H 28.279 -16.913 6.340 0.118
H 29.568 -17.374 8.244 0.104
H 30.437 -17.611 6.698 0.107
H 30.973 -19.461 8.385 0.119
H 30.312 -19.967 6.924 0.107
H 30.095 -21.939 8.965 0.083
H 28.439 -22.488 8.670 0.036
H 29.413 -22.064 7.363 0.079
H 27.813 -20.352 10.370 0.061
H 29.513 -19.819 10.532 0.072
H 28.332 -18.773 9.891 0.063
H 26.204 -18.179 5.130 0.077
H 25.282 -19.348 5.908 0.082
H 26.916 -19.725 5.100 0.084
H 26.298 -20.320 8.838 0.041
C 23.945 -14.577 14.122 -0.039
C 23.786 -13.175 13.485 -0.435
C 25.170 -12.786 12.921 -0.154
C 25.691 -13.619 11.782 -0.192
C 24.712 -13.499 10.642 -0.137
C 23.186 -13.753 10.997 -0.401
N 22.806 -13.196 12.299 -0.166
O 21.514 -13.346 12.587 -0.011
C 22.347 -13.050 9.836 -0.015
C 22.862 -15.322 11.001 -0.023
C 23.304 -12.133 14.553 -0.018
H 24.407 -15.306 13.458 0.043
H 23.001 -15.080 14.331 0.080
H 24.572 -14.672 15.008 0.082
H 25.115 -11.750 12.587 0.121
H 25.848 -12.814 13.774 0.120
H 25.807 -14.688 11.965 0.101
H 26.614 -13.161 11.425 0.117
H 25.048 -14.249 9.926 0.115
H 24.784 -12.534 10.141 0.105
H 22.099 -13.783 9.069 0.065
H 21.324 -12.804 10.122 0.057
H 22.800 -12.121 9.487 0.076
H 21.897 -15.480 11.483 0.070
H 22.620 -15.776 10.040 0.064
H 23.656 -15.935 11.427 0.045
H 23.486 -11.167 14.082 0.076
H 24.015 -12.236 15.372 0.077
H 22.280 -12.229 14.914 0.078
H 21.128 -12.547 12.218 0.106
C 28.686 -25.074 13.456 -0.020
C 27.579 -25.191 14.592 -0.443
C 27.421 -23.774 15.208 -0.125
C 26.054 -23.559 15.916 -0.163
C 24.911 -23.954 14.956 -0.124
C 25.008 -25.398 14.438 -0.491
N 26.342 -25.571 13.881 -0.131
O 26.479 -26.826 13.302 -0.014
C 24.767 -26.414 15.607 -0.023
C 23.961 -25.660 13.349 -0.037
C 27.914 -26.170 15.712 -0.032
H 29.700 -24.875 13.804 0.072
H 28.370 -24.365 12.692 0.071
H 28.882 -26.014 12.940 0.068
H 28.190 -23.588 15.958 0.091
H 27.632 -22.925 14.559 0.095
H 25.958 -22.551 16.319 0.089
H 25.959 -24.178 16.809 0.096
H 25.071 -23.395 14.034 0.104
H 24.016 -23.825 15.566 0.125
H 25.234 -26.077 16.532 0.057
H 23.687 -26.481 15.734 0.079
H 25.094 -27.443 15.457 0.082
H 23.692 -26.706 13.197 0.087
H 22.987 -25.176 13.424 0.082
H 24.260 -25.298 12.366 0.056
H 27.370 -26.043 16.648 0.071
H 28.949 -26.151 16.052 0.081
H 27.754 -27.209 15.424 0.083
H 26.294 -26.582 12.392 0.065
C 30.849 -20.027 18.053 -0.021
C 29.967 -21.121 17.364 -0.446
C 28.468 -20.671 17.312 -0.138
C 28.269 -19.565 16.254 -0.160
C 28.789 -19.930 14.815 -0.118
C 30.175 -20.580 14.792 -0.442
N 30.367 -21.581 15.987 -0.075
O 31.631 -22.219 15.959 -0.028
C 30.250 -21.401 13.502 -0.041
C 31.318 -19.535 14.705 -0.040
C 29.927 -22.394 18.292 -0.038
H 30.546 -19.705 19.050 0.084
H 30.961 -19.155 17.409 0.051
H 31.885 -20.363 18.102 0.080
H 27.750 -21.452 17.063 0.090
H 28.084 -20.342 18.278 0.098
H 28.779 -18.649 16.552 0.108
H 27.191 -19.459 16.132 0.072
H 28.956 -18.919 14.443 0.110
H 27.961 -20.341 14.237 0.100
H 29.626 -22.294 13.542 0.061
H 29.945 -20.835 12.622 0.066
H 31.295 -21.622 13.285 0.084
H 32.291 -19.953 14.963 0.079
H 31.500 -19.136 13.707 0.083
H 31.284 -18.725 15.433 0.065
H 30.880 -22.921 18.339 0.073
H 29.072 -23.041 18.093 0.068
H 29.828 -22.129 19.344 0.077
H 31.408 -23.152 15.921 0.095
C 22.744 -21.958 11.718 -0.008
C 22.868 -20.484 11.222 -0.443
C 21.690 -19.598 11.766 -0.115
C 21.725 -19.068 13.208 -0.172
C 23.091 -18.427 13.398 -0.149
C 24.293 -19.283 13.003 -0.464
N 24.112 -19.838 11.643 -0.067
O 25.279 -20.543 11.172 -0.023
C 25.518 -18.307 12.985 -0.015
C 24.546 -20.320 14.104 -0.027
C 22.698 -20.448 9.646 0.008
H 23.140 -22.026 12.732 0.055
H 23.365 -22.602 11.095 0.060
H 21.710 -22.295 11.792 0.079
H 21.623 -18.695 11.159 0.092
H 20.796 -20.223 11.783 0.113
H 21.511 -19.850 13.937 0.102
H 20.961 -18.312 13.385 0.115
H 23.192 -17.952 14.374 0.105
H 22.938 -17.579 12.731 0.091
H 25.834 -17.918 13.953 0.084
H 26.389 -18.718 12.476 0.067
H 25.303 -17.462 12.331 0.062
H 24.840 -19.799 15.016 0.068
H 23.671 -20.929 14.328 0.070
H 25.359 -20.986 13.815 0.070
H 22.047 -21.248 9.294 0.069
H 23.682 -20.486 9.178 0.067
H 22.220 -19.541 9.277 0.064
H 25.261 -21.363 11.672 0.071
C 23.016 -25.525 9.344 -0.040
C 24.049 -26.326 8.549 -0.461
C 24.096 -25.770 7.075 -0.141
C 24.848 -24.487 6.907 -0.189
C 26.261 -24.560 7.453 -0.138
C 26.292 -25.053 8.875 -0.474
N 25.389 -26.229 9.145 -0.112
O 25.591 -26.880 10.337 -0.007
C 27.767 -25.541 9.157 -0.015
C 25.991 -23.920 9.794 -0.042
C 23.446 -27.779 8.416 -0.030
H 22.044 -25.421 8.864 0.069
H 23.273 -24.468 9.277 0.054
H 22.869 -25.900 10.357 0.082
H 24.495 -26.556 6.434 0.116
H 23.115 -25.526 6.668 0.117
H 24.296 -23.745 7.485 0.105
H 24.978 -24.229 5.856 0.121
H 26.668 -23.550 7.430 0.114
H 26.806 -25.275 6.837 0.126
H 28.638 -24.953 8.867 0.078
H 27.982 -25.665 10.218 0.065
H 27.854 -26.505 8.656 0.084
H 26.800 -23.191 9.788 0.071
H 25.076 -23.347 9.639 0.066
H 25.977 -24.264 10.828 0.076
H 22.475 -27.895 7.934 0.085
H 23.421 -28.086 9.461 0.069
H 24.142 -28.458 7.923 0.076
H 26.118 -27.616 10.016 0.116
O 18.641 -20.283 7.075 0.075
C 18.840 -21.334 7.688 -0.384
O 18.516 -21.339 9.005 0.016
C 18.556 -22.625 9.633 -0.160
C 19.311 -23.545 8.692 -0.138
C 19.232 -22.784 7.358 -0.050
H 17.547 -22.996 9.817 0.126
H 19.051 -22.557 10.602 0.118
H 18.844 -24.527 8.772 0.120
H 20.311 -23.614 9.121 0.095
H 18.555 -23.203 6.613 0.128
H 20.171 -22.700 6.811 0.122